Entry 1:
C4H3Cl2N | ωB97M-V with the def2-TZVPD basis set

Last column: Löwdin charge in e.
Atoms and positions in Å:
H  -0.0886  0.1043  -2.4451  0.114
N  -0.4159  -1.5031  -0.0794  0.186
Cl  1.0334  1.5889  1.4404  0.780
H  -0.0723  1.6386  -1.2751  0.086
C  -0.4176  0.5905  -1.4701  -0.023
C  0.4532  0.1464  0.9697  -0.830
Cl  0.5447  -1.7205  3.0480  0.763
H  -1.4358  0.5150  -1.4427  0.044
C  0.4765  -1.0755  1.5636  -0.643
C  -0.0774  -0.2846  -0.3093  -0.476

Results
Energy relative to the best compared isomer or geometry (same formula, charge and spin) ... 99.3 kcal per mole
Spin multiplicity ... 1
HOMO (alpha / beta) ... -8.7 / -8.7 eV
DFT total energy ... -30727.1096 eV

---

Entry 2:
C4H3Cl2NS | ωB97M-V with the def2-TZVPD basis set

Last column: Löwdin charge in e.
Atoms and positions in Å:
C  0.3948  0.2065  -1.2222  -0.985
H  -2.3936  -1.7250  -0.3847  0.065
C  -1.5153  -1.1134  -0.4304  -0.407
S  -0.8916  -0.6763  -1.9744  0.988
Cl  0.8033  1.6267  2.3306  0.545
N  1.4423  0.6707  1.0170  -0.390
H  2.0139  1.2822  0.4377  0.019
H  -0.9960  -0.7887  1.6334  0.104
C  0.3205  0.1345  0.1377  -0.439
Cl  1.5984  1.0071  -2.1407  0.658
C  -0.7768  -0.6245  0.5960  -0.160

Results
Energy relative to the best compared isomer or geometry (same formula, charge and spin) ... 3.6 kcal per mole
SMILES string ... ClNc1ccsc1Cl
Spin multiplicity ... 1
HOMO ... -8.8 eV
DFT total energy ... -41565.3763 eV

---

Entry 3:
C4H3Cl2O3P | ωB97M-V with the def2-TZVPD basis set

Last column: Löwdin charge in e.
Atoms and positions in Å:
H  -1.6828  0.0181  0.4430  0.079
H  1.3873  0.4963  0.0657  0.079
C  -0.7781  -0.0993  -0.1290  -0.136
H  -1.3663  -1.3609  -1.7874  0.056
C  -0.5893  -0.8402  -1.2202  -0.418
P  0.1823  0.7943  2.4051  0.389
C  0.7611  -0.5954  -1.8146  -0.936
C  0.4028  0.5744  0.5541  -0.347
O  -0.0608  1.8912  1.0745  -0.297
Cl  0.0912  0.0367  -3.5281  0.177
O  -1.1047  0.2861  3.0290  -0.431
O  1.3838  1.0959  3.2345  -0.420
Cl  1.3737  -2.2970  -2.3266  0.205

Results
Energy relative to the best compared isomer or geometry (same formula, charge and spin) ... 24.8 kcal per mole
Spin multiplicity ... 1
Net charge ... -2
HOMO ... -0.5 eV
DFT total energy ... -44672.2397 eV

---

Entry 4:
C4H3Cl5N4 | ωB97M-V with the def2-TZVPD basis set

Last column: Löwdin charge in e.
Atoms and positions in Å:
H  -1.1626  2.2110  -1.4054  0.113
Cl  1.7236  -0.9866  2.0240  0.639
N  -1.5307  0.3990  0.6093  0.007
Cl  -0.6134  -1.6266  -1.5327  0.706
Cl  1.9130  -0.6278  -1.1104  0.744
C  -0.2772  0.5178  -0.0575  -0.673
N  -1.5290  1.0522  1.6285  0.046
H  0.6336  1.8725  -1.7372  0.131
N  0.4935  1.3003  0.8710  0.016
C  0.4218  -0.8263  -0.3522  -1.319
C  0.6811  -1.7704  0.8410  -1.687
C  -0.3945  1.3620  -1.3784  -0.054
N  -0.2128  1.6362  1.7845  0.037
H  -0.7798  0.7452  -2.1206  0.001
Cl  1.4723  -3.1953  0.2644  0.631
Cl  -0.8389  -2.0633  1.6715  0.663

Results
Spin multiplicity ... 1
HOMO ... -10.4 eV
DFT total energy ... -72765.5474 eV